Entry from the Open Molecules 2025 dataset: a cluster of 13 separate species, C38H83N7O13 in total in a non-equilibrium geometry (wB97M-V/def2-TZVPD).

The geometry in XYZ format:
```
141
Properties=species:S:1:pos:R:3:mulliken_charge:R:1
C 17.108 10.349 10.413 -0.4940
C 17.984 10.780 9.207 -0.7329
C 19.066 11.482 9.988 -0.5821
O 18.420 12.159 11.081 -0.0402
C 17.108 11.569 11.305 0.6561
H 17.596 9.540 10.962 0.3641
H 16.107 9.948 10.238 0.2751
H 17.513 11.448 8.480 0.2755
H 18.510 9.957 8.670 0.3885
H 19.643 12.178 9.362 0.3859
H 19.842 10.779 10.371 0.3755
H 16.372 12.297 11.010 -0.2674
H 16.973 11.285 12.349 -0.5853
C 15.615 19.957 12.198 -0.3468
C 14.795 19.135 11.201 0.7533
C 13.586 18.609 11.994 -0.2376
O 13.984 18.652 13.326 -0.4404
C 14.790 19.843 13.468 -0.8511
H 15.707 20.986 11.897 0.4398
H 16.587 19.505 12.392 -0.1321
H 15.409 18.297 10.813 -0.9465
H 14.364 19.715 10.365 0.5822
H 13.301 17.589 11.729 -0.1283
H 12.676 19.237 11.908 0.3197
H 15.395 19.711 14.334 0.5042
H 14.173 20.732 13.608 0.2921
C 12.202 9.479 12.903 -0.8546
C 13.334 8.549 13.165 -0.7792
C 14.535 9.246 12.514 -0.2718
O 14.196 10.627 12.551 0.1224
C 12.890 10.831 13.078 1.6646
H 11.406 9.313 13.621 0.4091
H 11.750 9.469 11.863 0.2668
H 13.236 7.563 12.769 0.4467
H 13.484 8.514 14.262 0.2274
H 14.795 9.010 11.449 0.1925
H 15.455 9.058 13.119 0.1901
H 12.328 11.579 12.540 -1.2136
H 12.872 11.043 14.146 -0.0312
C 16.461 15.920 13.704 -0.3743
C 14.956 15.652 14.177 0.3941
C 14.395 14.862 13.014 1.4647
O 15.185 15.186 11.893 -0.0705
C 16.522 15.186 12.351 0.7521
H 17.115 15.615 14.513 0.0830
H 16.685 16.974 13.548 0.0129
H 14.462 16.631 14.168 0.1380
H 14.831 15.204 15.171 -0.4442
H 13.392 15.069 12.659 -0.1921
H 14.396 13.807 13.280 -1.3181
H 17.173 15.645 11.598 -0.0152
H 16.886 14.155 12.449 -0.7872
C 13.836 14.561 18.538 -0.4429
C 12.811 14.477 17.404 0.4726
C 11.576 15.254 17.941 -0.2347
O 11.978 15.789 19.198 -0.4729
C 13.350 15.726 19.294 -0.6460
H 14.857 14.654 18.265 0.3148
H 13.733 13.651 19.142 0.2661
H 12.652 13.457 16.997 0.4058
H 13.157 15.055 16.527 -0.5987
H 10.771 14.585 18.036 0.2581
H 11.307 16.091 17.320 0.0644
H 13.568 15.692 20.389 0.3308
H 13.806 16.661 18.871 0.2561
C 16.767 17.875 7.577 -0.6751
C 16.414 16.375 7.732 -0.6470
C 16.250 16.138 9.238 0.4470
O 17.008 17.201 9.806 0.7731
C 17.348 18.250 8.899 -0.6005
H 15.814 18.395 7.469 0.2867
H 17.461 18.079 6.757 0.3253
H 17.269 15.734 7.405 0.2126
H 15.500 16.153 7.126 0.3653
H 16.609 15.189 9.607 -0.3457
H 15.201 16.243 9.531 -0.0057
H 18.417 18.420 8.968 0.4149
H 16.968 19.175 9.317 0.2587
O 20.913 17.973 10.955 -0.7071
C 20.301 17.852 12.016 0.9263
N 18.979 17.711 12.083 0.1194
C 21.011 17.786 13.355 -1.1794
H 18.527 17.783 11.182 -0.3884
H 18.415 17.545 12.902 0.0827
H 21.990 17.303 13.319 0.3407
H 20.461 17.221 14.120 0.1224
H 21.145 18.760 13.750 0.3831
O 19.371 14.190 14.863 -0.6122
C 20.501 13.988 14.422 0.5501
N 21.613 14.695 14.776 -0.3514
C 20.855 12.892 13.396 -0.8229
H 22.545 14.405 14.595 0.1797
H 21.511 15.428 15.486 0.2842
H 21.432 13.238 12.540 0.3686
H 19.902 12.464 13.022 -0.0847
H 21.409 12.006 13.813 0.4311
O 11.254 16.130 14.933 -0.2459
C 10.699 16.923 14.159 0.5272
N 10.282 16.633 12.889 -0.0096
C 10.408 18.364 14.570 -1.6390
H 10.520 15.780 12.407 0.1667
H 10.017 17.422 12.319 0.2232
H 10.707 19.158 13.842 0.3456
H 10.906 18.549 15.504 0.2956
H 9.332 18.408 14.780 0.4314
O 9.236 12.284 12.757 -0.6906
C 9.523 13.028 13.654 0.7756
N 10.810 13.302 14.024 0.2325
C 8.491 13.719 14.506 -1.0356
H 11.518 13.044 13.384 -0.3235
H 11.095 14.151 14.565 0.0578
H 8.709 14.803 14.487 0.0975
H 8.476 13.433 15.556 0.2978
H 7.469 13.482 14.155 0.3473
O 11.350 15.176 10.692 -0.6576
C 11.526 14.058 10.195 0.4891
N 10.800 12.977 10.374 -0.1777
C 12.847 13.768 9.383 -0.7001
H 9.936 13.013 10.956 0.1559
H 10.950 12.133 9.860 0.1841
H 13.124 14.727 8.952 0.1794
H 12.702 13.042 8.574 0.5222
H 13.629 13.474 10.092 -0.0203
O 19.421 14.873 7.301 -0.6808
C 20.010 15.157 8.330 0.5859
N 21.081 16.053 8.255 -0.4882
C 19.655 14.853 9.790 1.2815
H 21.180 16.611 9.139 0.2165
H 21.228 16.585 7.411 0.2917
H 20.601 14.818 10.388 0.4385
H 19.166 13.892 9.817 -1.5160
H 19.006 15.632 10.261 -0.1678
O 16.210 9.990 15.253 -0.6612
C 16.779 11.067 15.406 0.1989
N 18.084 11.152 15.875 -0.3088
C 16.183 12.432 15.015 0.8391
H 18.529 12.022 16.211 0.1855
H 18.549 10.314 16.159 0.2600
H 15.701 12.973 15.849 0.3322
H 15.611 12.211 14.123 -0.6352
H 17.095 12.947 14.625 -0.2666
```

The calculation puts the strongest force on any atom at 3.1 eV Å⁻¹. The total charge is 0. Its orbital gap is 9.55 eV. The spin multiplicity is 1.